{
  "formula": "C41H32ClN6O4PSTi",
  "method": "wB97M-V/def2-TZVPD",
  "homo_lumo_gap_ev": 6.8489,
  "de_lowest_kj_mol": 7.88,
  "lumo_energy_ha": -0.2449,
  "total_charge": 2,
  "symbols": ["Ti", "C", "C", "N", "N", "C", "N", "S", "C", "C", "C", "C", "C", "N", "H", "H", "H", "H", "H", "H", "H", "H", "H", "H", "O", "C", "O", "C", "C", "Cl", "N", "N", "C", "C", "O", "O", "C", "C", "C", "C", "C", "C", "H", "H", "H", "H", "H", "H", "C", "C", "C", "C", "C", "C", "P", "C", "C", "C", "C", "C", "C", "C", "C", "C", "C", "C", "C", "C", "C", "C", "C", "H", "H", "H", "H", "H", "H", "H", "H", "H", "H", "H", "H", "H", "H", "H", "H"],
  "positions_angstrom": [[0.91052, 0.54314, -0.57598], [4.63850, -1.85964, 0.48560], [3.36516, -1.08395, 0.53397], [2.43472, -1.19363, -0.34451], [2.63611, -2.08447, -1.36443], [1.66265, -2.26890, -2.27380], [1.86629, -3.18166, -3.22053], [0.22524, -1.40271, -2.20099], [3.08061, -0.11513, 1.60671], [3.86694, -0.04803, 2.74442], [3.56677, 0.88695, 3.72697], [2.49301, 1.72192, 3.52133], [1.73933, 1.57995, 2.36223], [1.99962, 0.67362, 1.41764], [5.09159, -1.78878, -0.50656], [4.46070, -2.91152, 0.72359], [5.37599, -1.47667, 1.18078], [3.49322, -2.62033, -1.37804], [2.70348, -3.74038, -3.27360], [1.16251, -3.32294, -3.92637], [4.70089, -0.71707, 2.87511], [4.17190, 0.95598, 4.61988], [2.21791, 2.48720, 4.23307], [0.89681, 2.22895, 2.18779], [3.10076, 3.99358, -4.85549], [1.78194, 3.91096, -4.99477], [1.17722, 4.53803, -5.81387], [1.04868, 2.95886, -4.09787], [-0.31363, 2.65806, -4.20650], [-1.47883, 3.18892, -5.29741], [-0.64455, 1.79563, -3.21783], [0.44270, 1.51217, -2.47335], [1.44674, 2.20768, -2.99065], [2.71857, 2.07949, -2.23275], [3.78395, 2.49712, -2.60820], [2.53371, 1.43953, -1.08880], [-1.94245, 1.22468, -2.97546], [-2.38984, 0.21235, -3.81250], [-3.68346, -0.26161, -3.64536], [-4.49963, 0.27286, -2.65728], [-4.03406, 1.28206, -1.82721], [-2.74737, 1.77745, -1.98893], [3.45807, 3.43797, -4.13156], [-1.75062, -0.17328, -4.59427], [-4.05593, -1.03461, -4.30299], [-5.51064, -0.09293, -2.54438], [-4.67856, 1.70761, -1.07134], [-2.38870, 2.60360, -1.38985], [-3.93989, -3.86953, -0.27182], [-3.62199, -2.78110, -1.07245], [-2.60322, -1.91948, -0.70235], [-1.88855, -2.14275, 0.47037], [-2.22267, -3.23118, 1.28025], [-3.24442, -4.08900, 0.90673], [-0.64608, -0.94792, 1.01675], [0.35514, -1.80996, 2.25549], [0.49916, -1.34021, 3.55543], [1.33058, -2.00572, 4.44766], [2.01549, -3.14272, 4.04875], [1.86544, -3.62330, 2.75318], [1.04169, -2.96035, 1.86056], [-1.58124, 0.35509, 1.82272], [-2.53636, 0.12401, 2.78236], [-3.27413, 1.19240, 3.32398], [-3.04255, 2.46656, 2.88314], [-2.07376, 2.73216, 1.88508], [-1.82605, 4.05420, 1.43742], [-0.87881, 4.29706, 0.48552], [-0.15292, 3.22255, -0.07738], [-0.36150, 1.91350, 0.30380], [-1.33516, 1.65950, 1.32721], [-4.73315, -4.54255, -0.56495], [-4.16724, -2.59998, -1.98798], [-2.39379, -1.05793, -1.32978], [-1.68613, -3.41826, 2.20068], [-3.49702, -4.92918, 1.53845], [-0.04015, -0.46217, 3.88580], [1.42624, -1.64073, 5.46049], [2.64781, -3.66760, 4.75058], [2.37161, -4.52975, 2.44901], [0.90860, -3.35657, 0.85896], [-2.73364, -0.88686, 3.12051], [-4.01922, 0.99743, 4.08112], [-3.60361, 3.29611, 3.29376], [-2.39512, 4.86740, 1.86893], [-0.68138, 5.30627, 0.15023], [0.58343, 3.47248, -0.83390]]
}